C24H82N6O14 | ωB97M-V/def2-TZVPD

For the energy above the lowest of the compared OMol25 structures with the same formula, charge and spin, the calculation gives 72.04 kcal per mole. As for the HOMO energy: -0.32950 Eh. The LUMO energy comes out at -0.1647 eV. The spin multiplicity is 1. The calculation puts the total energy at -63819.0726 eV.

```
126
Properties=species:S:1:pos:R:3:forces:R:3
O -3.495 -2.649 -3.587 -0.1 0.2 -0.9
O 0.338 1.691 -7.584 -0.5 -0.7 -0.4
O 0.716 4.617 1.569 -0.4 0.5 0.1
O 0.433 -0.044 -0.969 0.2 -2.1 0.7
O -0.983 3.470 3.713 0.3 0.1 -0.2
O 3.826 2.837 3.496 -0.1 -0.3 0.4
O 1.375 4.932 -1.209 -0.5 0.3 -0.2
O 4.608 4.363 1.441 0.5 0.7 -0.1
O 0.860 -1.339 8.536 -1.7 1.3 0.5
O -2.933 -2.913 -0.960 -1.0 -0.2 -0.4
O 2.799 2.992 -2.962 0.6 0.0 0.8
O -3.602 2.790 -0.912 0.6 -0.7 1.1
O 0.213 -4.727 1.993 -1.2 0.2 0.3
O 2.250 -2.856 -1.266 -0.6 0.4 -0.9
N 2.413 2.652 0.778 -0.1 -0.2 -1.5
N -5.901 1.667 -2.494 -0.8 0.3 0.7
N 2.664 -3.820 1.570 1.1 -0.3 -1.6
N 1.237 3.143 -5.331 0.9 0.4 -0.3
N -0.536 -2.461 0.386 1.1 0.6 -0.9
N -0.898 -1.713 6.186 -2.1 -0.6 1.1
C 1.280 0.817 1.799 0.4 -1.8 -0.4
C -1.889 -1.402 2.136 1.0 -1.7 -0.2
C -4.615 2.108 -2.999 -0.1 -1.0 0.8
C 0.776 -0.520 7.390 1.7 0.2 -1.5
C -0.518 -0.123 -2.021 0.5 0.9 -0.4
C 1.907 1.302 0.513 0.9 0.0 1.0
C -0.244 1.380 -8.878 0.0 0.3 1.0
C 3.328 -4.345 0.325 1.0 0.0 0.8
C -0.859 3.004 -4.187 0.5 -1.1 -0.5
C 1.683 -2.455 8.498 -0.3 -0.3 -0.5
C -2.640 3.634 -0.286 0.0 -0.5 -0.3
C -0.640 -2.387 1.806 -2.1 -1.2 1.1
C 0.041 -6.065 2.402 0.4 -0.2 0.9
C -4.004 3.226 -2.182 0.8 0.8 0.2
C 1.005 1.195 -0.674 -2.1 1.9 -1.2
C -0.633 2.051 -6.582 1.1 0.2 -0.1
C 0.086 2.296 -5.202 -0.6 0.9 -0.4
C 2.453 -4.213 -0.928 0.6 0.0 1.2
C -4.740 2.413 -4.446 -0.2 0.7 -0.8
C 0.360 -0.269 4.824 1.8 0.1 0.0
C 0.434 -1.195 6.044 -1.4 -0.5 -0.5
C 3.730 -5.821 0.613 -0.7 -0.1 0.9
C 1.623 -2.779 -2.569 0.9 -0.4 0.1
C -0.891 -3.887 2.259 -1.1 1.7 -0.2
H -3.926 1.265 -2.957 0.6 -0.1 0.3
H 2.936 2.634 1.641 0.1 -0.4 -0.1
H 1.915 2.772 -5.981 0.0 -0.1 -0.2
H -0.334 0.568 4.909 -0.1 -0.2 0.4
H 0.533 0.970 -9.523 0.1 0.3 0.2
H 2.722 -2.154 8.367 0.2 -0.3 -0.2
H -0.215 -1.538 0.127 -0.2 0.6 -0.7
H -1.755 -4.258 1.708 -0.2 0.0 -0.4
H -6.280 0.877 -2.997 0.2 0.0 -0.5
H -1.347 0.581 -1.944 -0.1 0.3 0.5
H -3.098 3.585 -2.670 0.1 -0.1 -0.6
H 0.109 0.330 7.532 -0.5 -0.4 0.5
H 1.741 -0.046 7.216 0.5 0.1 0.1
H -2.747 -1.705 1.536 0.1 -0.3 -0.1
H 1.552 -3.010 9.427 0.1 0.2 0.1
H -1.505 2.670 3.653 -0.1 -0.3 0.0
H 1.357 0.122 4.619 0.2 0.4 0.1
H 4.140 3.911 0.739 -0.3 -0.1 -0.4
H -1.053 0.652 -8.831 0.0 -0.4 0.4
H -1.656 2.280 -4.015 -0.4 0.5 0.3
H -3.299 -2.831 -2.669 0.1 -0.1 0.8
H -5.201 3.388 -4.606 0.1 0.1 -0.1
H 2.035 0.922 2.578 -0.2 0.1 0.2
H -2.032 -2.775 -0.667 1.1 0.1 0.6
H -1.193 3.985 -4.526 -0.4 -0.2 -0.5
H 1.769 -4.288 1.585 0.1 0.0 0.4
H 3.044 3.199 3.913 -0.3 0.2 0.1
H 0.949 -2.133 5.835 1.6 0.7 -0.1
H 0.321 1.227 2.116 0.0 0.3 -0.3
H 1.096 5.274 2.152 0.3 0.3 0.0
H 1.007 4.069 -5.661 -0.1 0.2 0.1
H 2.780 0.679 0.319 0.1 -0.3 0.1
H -4.248 -3.206 -3.787 -0.1 -0.1 -0.1
H 1.289 -3.087 7.702 0.7 -0.5 -0.2
H -0.943 -2.093 7.121 -0.5 0.0 0.5
H 4.425 3.845 2.225 0.2 0.0 0.2
H -2.221 -1.478 3.171 0.3 0.3 0.1
H -1.416 1.292 -6.558 -0.1 -0.1 0.3
H 2.850 2.126 -2.558 0.3 -0.1 0.2
H -5.402 1.681 -4.911 0.2 -0.1 -0.1
H -1.257 -3.834 3.284 0.7 -0.5 0.6
H -0.361 3.264 -3.253 0.3 -0.5 0.1
H -1.572 4.111 4.113 -0.2 0.3 0.1
H -1.708 -0.376 1.818 0.4 0.0 0.3
H 0.164 -0.786 3.884 -0.4 -0.3 0.4
H 4.225 -3.758 0.128 0.1 0.1 0.2
H 1.041 -6.497 2.444 -0.1 -0.1 -0.3
H -1.714 3.724 -0.854 0.1 -0.1 -0.5
H 2.263 -3.313 -3.271 0.2 -0.1 -0.2
H -0.721 2.260 -9.312 0.3 0.3 -0.2
H -1.043 3.005 -6.911 -0.5 0.2 0.2
H 2.155 2.891 -3.663 -0.5 0.4 -1.0
H -0.959 -1.114 -2.125 0.4 -0.1 0.4
H -1.065 -2.538 5.628 0.1 0.0 -0.5
H 4.303 -6.436 -0.080 -0.5 0.4 -0.7
H 0.305 -2.080 2.257 -0.1 0.3 0.3
H 2.979 -4.725 -1.734 -0.4 -0.3 -0.3
H 1.932 4.200 -1.475 0.5 -0.3 -0.4
H 0.125 1.808 -0.477 -0.2 0.8 0.3
H 1.498 -4.639 -0.619 -0.4 -0.6 -0.7
H 2.426 -2.867 1.337 0.0 0.5 0.2
H -3.752 2.374 -4.903 -0.2 0.1 -0.3
H -2.990 4.656 -0.140 -0.3 0.1 0.2
H -0.327 -6.102 3.428 -0.1 0.1 0.2
H 1.075 4.698 -0.330 0.0 0.2 0.3
H 1.174 -0.252 1.613 -0.5 -0.3 0.6
H 4.306 2.416 4.210 0.3 -0.2 0.1
H 0.057 4.175 2.102 -0.5 -0.3 0.4
H 1.551 -1.764 -2.959 0.0 0.1 0.7
H 1.631 3.256 0.987 0.2 0.1 -0.2
H -0.630 -6.688 1.811 0.0 0.3 -0.5
H -5.836 1.323 -1.547 0.2 0.3 0.3
H 4.269 -6.021 1.539 0.4 1.1 0.2
H -4.580 4.130 -1.987 -0.9 0.0 -0.7
H 2.799 -6.298 0.917 -0.3 -0.6 -0.7
H 1.381 1.651 -1.590 0.6 -0.1 0.1
H -0.004 0.131 -2.948 0.0 -0.1 -0.3
H -2.352 3.163 0.654 -0.3 0.1 0.1
H 0.661 -3.288 -2.621 -0.3 0.1 0.4
H -3.401 -3.190 -0.173 -0.2 -0.1 0.0
H 0.505 1.382 -4.782 -0.6 -0.4 -0.1
H 0.331 -2.954 0.223 0.2 -0.6 -0.5
```
Positions in Å, forces in eV/Å.

=====

C25H12ClF8IrN2O4S | ωB97M-V/def2-TZVPD

For the energy above the lowest of the compared OMol25 structures with the same formula, charge and spin, the calculation gives 56.97 kcal per mole. As for the HOMO energy (alpha / beta): -0.31684 / -0.31685 Eh. The LUMO energy (alpha / beta) comes out at -1.6297 / -1.6305 eV. The spin multiplicity is 1. The calculation puts the total energy at -85218.1199 eV.

```
54
Properties=species:S:1:pos:R:3:forces:R:3
Ir -0.240 1.144 -0.393 0.9 -3.0 1.7
Cl 0.627 2.817 -2.668 1.1 0.3 -0.4
S -2.859 -1.947 -2.472 0.7 0.7 0.6
F 1.803 0.673 2.351 0.3 -0.2 0.1
F 0.132 5.829 2.046 0.0 0.1 0.0
F 3.951 -3.416 3.281 0.0 0.3 -0.1
F 2.116 -4.480 3.648 -0.2 0.1 0.0
F -0.907 3.966 0.348 0.1 0.3 -0.1
F 2.763 2.479 4.056 0.0 0.0 0.0
F 1.974 5.087 3.915 -0.1 0.0 -0.1
F 3.281 -4.912 1.892 -0.1 0.1 -0.2
O 0.999 2.472 -3.977 0.1 -0.2 -1.0
O -0.740 2.428 -2.424 -1.8 -0.6 1.4
O 1.416 2.018 -1.730 0.6 -1.1 1.1
O 0.821 4.171 -2.389 0.1 1.2 0.2
N -0.945 -0.361 -1.665 -3.1 0.3 1.1
N 0.741 -0.948 0.488 -0.7 1.9 -0.1
C 0.557 4.566 2.089 -0.2 -0.3 0.0
C 2.857 -3.914 2.689 0.4 -0.5 0.2
C -1.407 -1.797 -3.424 0.4 0.6 0.6
C -2.763 -0.316 -0.156 -1.0 1.4 2.9
C -3.732 0.713 2.233 0.0 -0.4 -0.6
C 0.744 -0.648 -3.426 -0.4 0.0 0.4
C -1.105 -2.428 -4.612 0.3 -0.1 -0.4
C 1.897 2.868 3.114 -0.3 0.1 -0.1
C 0.044 3.604 1.224 0.5 -0.3 0.7
C 0.441 2.265 1.235 0.1 1.1 -0.8
C -0.494 -0.890 -2.807 0.1 -1.4 -2.1
C 0.114 -1.664 1.422 -0.2 0.2 -0.2
C -1.961 0.644 0.584 -0.2 -0.9 -1.8
C 2.754 -2.131 0.926 -0.3 -0.4 0.3
C 1.489 4.193 3.053 -0.1 -0.3 -0.3
C 0.753 -2.637 2.161 0.6 -0.2 -0.1
C -4.497 -0.216 1.511 -0.1 0.5 0.8
C -4.028 -0.726 0.334 1.2 0.1 -0.8
C 1.378 1.944 2.214 -0.5 0.4 -0.2
C -2.187 -0.800 -1.322 2.5 -0.5 -2.8
C 0.122 -2.166 -5.204 -0.2 0.0 0.2
C 2.027 -1.179 0.238 0.1 0.0 -0.1
C -2.482 1.121 1.772 -0.2 0.2 0.4
C 2.102 -2.870 1.913 -0.3 0.4 -0.2
C 1.026 -1.274 -4.616 -0.1 -0.2 -0.1
H -4.126 1.126 3.147 0.0 0.0 0.2
H 2.481 -0.573 -0.530 0.1 0.1 0.0
H 1.963 -1.070 -5.109 0.1 0.0 0.0
H -4.598 -1.441 -0.240 -0.2 -0.1 0.0
H 3.797 -2.293 0.713 0.1 0.0 -0.1
H 0.221 -3.195 2.914 -0.1 0.0 0.0
H -1.928 1.833 2.365 0.1 0.1 0.0
H -1.815 -3.099 -5.069 0.0 -0.1 -0.1
H -5.463 -0.521 1.887 -0.1 0.0 0.0
H 1.437 0.043 -2.974 0.1 0.1 0.0
H 0.380 -2.656 -6.130 0.0 0.0 -0.1
H -0.931 -1.440 1.575 0.0 0.1 0.1
```
Positions in Å, forces in eV/Å.